## i
Below is a cluster of 2 separate species, C6H14N2O in total, with properties calculated with ωB97M-V/def2-TZVPD.

Results
**LUMO energy**: 0.39 eV
**Frontier orbital gap**: 8.5 eV

ORCA input file:
```
! RIJCOSX wB97M-V def2-TZVPD def2/J DEFGRID3
* xyz 0 1
C 1.382 -1.465 -0.931
C 1.916 -0.457 0.063
C 1.695 1.107 0.034
C 0.252 1.713 0.113
C -1.435 -0.036 0.427
C -2.839 -0.516 -0.179
H 0.292 -1.942 -0.793
H 1.970 -2.456 -0.900
H 1.268 -1.022 -1.980
H 2.840 -0.568 -0.020
H 0.549 -0.585 1.494
H 2.407 1.581 0.817
H 2.179 1.468 -1.093
H -0.156 2.131 1.227
H 0.189 2.608 -0.512
H -1.485 1.221 -1.163
H -2.784 -0.102 -1.594
H -3.168 -1.729 -0.128
H -3.615 0.266 0.330
H -1.321 -1.228 2.142
N -0.836 0.903 -0.316
N -0.868 -0.422 1.549
O 1.568 -0.469 1.415
*
```

=====

## ii
Below is a structure of composition C6H14N2O, with properties calculated with ωB97M-V/def2-TZVPD.

Results
**LUMO energy**: 0.79 eV
**Frontier orbital gap**: 8.5 eV

ORCA input file:
```
! RIJCOSX wB97M-V def2-TZVPD def2/J DEFGRID3
* xyz 0 1
C -1.381 1.253 -1.203
C -1.591 1.275 1.229
C -0.289 -1.387 1.409
N -0.813 0.796 0.077
C -0.651 -0.871 0.023
O -1.492 -1.420 -0.681
H -2.371 0.819 -1.333
H -1.434 2.342 -1.211
H -0.743 0.909 -2.013
H -1.058 1.062 2.152
H -2.556 0.767 1.239
H -1.743 2.353 1.156
H 0.067 -2.408 1.286
H -1.174 -1.416 2.045
H 0.499 -0.795 1.870
C 2.864 -1.016 -1.119
C 1.907 0.005 -0.624
N 1.845 1.117 -0.198
H 0.211 1.158 0.128
H 0.607 -0.712 -0.505
H 2.815 -1.904 -0.486
H 2.603 -1.309 -2.137
H 3.878 -0.617 -1.102
*
```

=====

On energetic grounds, ii is preferred over the next structure by 270.1 kJ/mol.

=====

## i
Below is a structure of composition C6H14N2O, with properties calculated with ωB97M-V/def2-TZVPD.

Results
**LUMO energy**: 0.82 eV
**Frontier orbital gap**: 7.6 eV

ORCA input file:
```
! RIJCOSX wB97M-V def2-TZVPD def2/J DEFGRID3
* xyz 0 1
C -0.404 -2.034 -1.207
C -0.283 -1.358 0.145
N -0.871 -3.423 -1.183
H -0.261 -3.991 -0.605
H -1.802 -3.475 -0.779
H 0.554 -2.018 -1.730
H -1.106 -1.463 -1.821
H -1.055 -1.693 0.841
H 1.530 -0.246 -0.430
H 0.657 -1.509 0.677
C -0.875 2.236 1.728
C 0.945 1.696 0.093
C -0.304 1.423 0.596
C 1.539 0.797 -0.901
O 1.742 2.578 0.783
N -0.979 0.387 0.025
H 2.611 2.608 0.367
H -1.941 0.362 0.352
H -1.155 3.232 1.378
H -1.756 1.767 2.161
H -0.133 2.366 2.520
H 0.850 0.606 -1.723
H 2.495 1.152 -1.285
*
```

=====

## ii
Below is a cluster of 3 separate species, C6H14N2O in total, with properties calculated with ωB97M-V/def2-TZVPD.

Results
**LUMO energy (spin up / spin down)**: 0.72 / 0.77 eV
**Frontier orbital gap (spin up / spin down)**: 7.4 / 8.1 eV

ORCA input file:
```
! RIJCOSX wB97M-V def2-TZVPD def2/J DEFGRID3
* xyz 0 1
C 0.108 0.150 0.069
C -0.488 1.216 2.192
C 0.247 1.322 -0.845
C 0.991 -2.514 -1.945
C 0.861 1.501 2.753
N -0.941 -0.601 0.255
C -0.211 -1.638 -1.836
O -2.115 -0.028 -0.240
N -1.133 -1.550 -2.660
H -2.803 -0.580 0.151
H 1.012 -0.303 0.460
H -1.871 -0.877 -2.429
H -1.100 0.481 2.699
H -1.040 2.027 1.731
H 0.704 2.149 -0.298
H 0.897 1.056 -1.681
H -0.713 1.652 -1.232
H 1.086 -3.117 -1.040
H 0.918 -3.175 -2.817
H 1.895 -1.909 -2.035
H 1.413 0.578 2.960
H 0.816 2.046 3.710
H 1.467 2.114 2.079
*
```

=====

## iii
Below is a cluster of 2 separate species, C6H14N2O in total, with properties calculated with ωB97M-V/def2-TZVPD.

Results
**LUMO energy**: 0.86 eV
**Frontier orbital gap**: 10.5 eV
**SMILES string**: [H]/N=C(/[NH3+])[O-].C=CC(C)C

ORCA input file:
```
! RIJCOSX wB97M-V def2-TZVPD def2/J DEFGRID3
* xyz 0 1
H 3.508 0.135 1.365
N 2.599 -0.057 1.759
C 1.876 -1.056 1.322
N 0.683 -0.851 2.444
O 1.803 -1.886 0.458
H 1.513 0.041 2.683
H 0.547 -1.664 3.037
H -0.190 -0.613 1.975
C -1.673 -1.360 0.167
C -1.591 -0.128 -0.327
C -0.454 0.401 -1.157
C 0.129 1.679 -0.536
C -0.935 0.669 -2.592
H -0.873 -2.077 0.020
H -2.533 -1.684 0.742
H -2.409 0.572 -0.159
H 0.331 -0.361 -1.189
H 0.524 1.496 0.464
H 0.947 2.063 -1.149
H -0.634 2.459 -0.465
H -0.115 1.044 -3.208
H -1.322 -0.241 -3.053
H -1.732 1.418 -2.601
*
```

=====

On energetic grounds, iii is preferred over the next structure by 106.1 kJ/mol.

=====

## i
Below is an isolated molecule of C4H5Cl, with properties calculated with ωB97M-V/def2-TZVPD.

Results
**LUMO energy (spin up / spin down)**: 0.40 / 0.55 eV
**Frontier orbital gap (spin up / spin down)**: 8.1 / 8.4 eV

ORCA input file:
```
! RIJCOSX wB97M-V def2-TZVPD def2/J DEFGRID3
* xyz 0 1
C 0.726 0.089 -0.352
C 1.153 1.271 -0.063
C -0.101 -1.104 -0.377
C -1.133 -0.588 0.572
Cl -2.434 0.341 -0.067
H 0.690 1.988 0.599
H 2.062 1.623 -0.526
H -0.509 -1.309 -1.366
H 0.418 -1.984 -0.006
H -0.871 -0.327 1.587
*
```

=====

## ii
Below is an isolated molecule of C4H5Cl, with properties calculated with ωB97M-V/def2-TZVPD.

Results
**LUMO energy**: 1.03 eV
**Frontier orbital gap**: 10.4 eV
**SMILES string**: ClCC1=CC1

ORCA input file:
```
! RIJCOSX wB97M-V def2-TZVPD def2/J DEFGRID3
* xyz 0 1
Cl 2.717 0.355 -0.024
C 1.443 -0.801 -0.034
C -0.241 0.021 -0.117
C -1.189 0.406 -0.939
C -1.276 0.699 0.624
H 1.558 -1.488 -0.836
H 1.501 -1.470 0.919
H -1.745 0.513 -1.832
H -0.952 1.734 0.885
H -1.815 0.030 1.354
*
```

=====

On energetic grounds, i is preferred over the next structure by 13.3 kJ/mol.

=====

## i
Below is an isolated molecule of C3H6O, with properties calculated with ωB97M-V/def2-TZVPD.

Results
**LUMO energy**: 1.00 eV
**Frontier orbital gap**: 10.7 eV
**SMILES string**: C=CCO

ORCA input file:
```
! RIJCOSX wB97M-V def2-TZVPD def2/J DEFGRID3
* xyz 0 1
C -1.594 0.752 0.745
C -0.680 0.067 0.097
C 0.827 -0.078 0.176
O 1.220 -0.708 -1.053
H -2.637 0.556 0.557
H -1.301 1.473 1.492
H -1.024 -0.528 -0.749
H 1.310 0.899 0.263
H 1.036 -0.775 0.987
H 2.091 -1.097 -0.927
*
```

=====

## ii
Below is an isolated molecule of C3H6O, with properties calculated with ωB97M-V/def2-TZVPD.

Results
**LUMO energy**: 0.70 eV
**Frontier orbital gap**: 9.3 eV
**SMILES string**: CC(C)=O

ORCA input file:
```
! RIJCOSX wB97M-V def2-TZVPD def2/J DEFGRID3
* xyz 0 1
C -1.381 0.002 0.344
C 0.137 0.140 0.369
C 1.304 -0.296 -0.443
O 0.072 1.348 0.588
H -1.954 0.951 0.210
H -1.471 -0.628 -0.519
H -1.656 -0.452 1.276
H 1.205 -1.063 -1.204
H 1.694 0.624 -0.891
H 2.050 -0.626 0.270
*
```

=====

## iii
Below is an isolated molecule of C3H6O, with properties calculated with ωB97M-V/def2-TZVPD.

Results
**LUMO energy**: 1.12 eV
**Frontier orbital gap**: 10.0 eV
**SMILES string**: C=COC

ORCA input file:
```
! RIJCOSX wB97M-V def2-TZVPD def2/J DEFGRID3
* xyz 0 1
C 1.207 1.463 -0.288
C 0.355 0.460 -0.434
O -0.617 0.201 0.465
C -1.009 -1.189 0.568
H 1.904 1.505 -1.141
H 0.987 2.270 0.489
H 0.420 -0.179 -1.358
H -2.088 -1.340 0.224
H -0.449 -1.702 -0.118
H -0.711 -1.488 1.592
*
```

=====

On energetic grounds, i is preferred over the next structure by 50.8 kJ/mol.

=====

## i
Below is an isolated molecule of C3H6O, with properties calculated with ωB97M-V/def2-TZVPD.

Results
**LUMO energy**: 0.90 eV
**Frontier orbital gap**: 10.5 eV
**SMILES string**: CC(C)=O

ORCA input file:
```
! RIJCOSX wB97M-V def2-TZVPD def2/J DEFGRID3
* xyz 0 1
C 0.824 -0.955 0.145
C -0.030 -0.038 -0.639
C -0.832 0.882 0.217
O 0.049 0.023 -1.849
H 0.871 -1.972 -0.271
H 1.583 -0.140 -0.066
H 0.716 -0.980 1.230
H -0.902 1.861 -0.242
H -1.800 0.378 0.222
H -0.479 0.940 1.253
*
```

=====

## ii
Below is an isolated molecule of C3H6O, with properties calculated with ωB97M-V/def2-TZVPD.

Results
**LUMO energy**: 1.03 eV
**Frontier orbital gap**: 10.3 eV
**SMILES string**: OC1CC1

ORCA input file:
```
! RIJCOSX wB97M-V def2-TZVPD def2/J DEFGRID3
* xyz 0 1
O -1.844 0.174 -0.211
C -0.470 -0.065 0.441
C 0.612 -0.916 -0.060
C 0.722 0.545 -0.435
H -2.180 0.875 0.398
H -0.592 -0.077 1.510
H 0.652 -1.454 -1.003
H 1.344 -1.295 0.658
H 1.310 1.305 0.194
H 0.446 0.909 -1.494
*
```

=====

## iii
Below is an isolated molecule of C3H6O, with properties calculated with ωB97M-V/def2-TZVPD.

Results
**LUMO energy**: 1.18 eV
**Frontier orbital gap**: 10.9 eV
**SMILES string**: C1COC1

ORCA input file:
```
! RIJCOSX wB97M-V def2-TZVPD def2/J DEFGRID3
* xyz 0 1
C 0.134 -0.098 0.793
C 0.985 0.004 -0.527
O -0.198 -0.034 -1.331
C -1.123 0.049 -0.213
H 0.121 -1.022 1.467
H 0.305 0.786 1.433
H 1.486 0.974 -0.564
H 1.703 -0.834 -0.642
H -1.728 -0.826 -0.265
H -1.685 1.001 -0.151
*
```

=====

On energetic grounds, i is preferred over the next structure by 82.5 kJ/mol.

=====

## i
Below is a cluster of 2 separate species, C3H6O in total, with properties calculated with ωB97M-V/def2-TZVPD.

Results
**LUMO energy**: 0.37 eV
**Frontier orbital gap**: 10.1 eV
**SMILES string**: C=CC=O.[H][H]

ORCA input file:
```
! RIJCOSX wB97M-V def2-TZVPD def2/J DEFGRID3
* xyz 0 1
C -0.960 1.331 0.496
C -0.377 0.116 0.659
C -0.358 -0.354 -0.767
O 0.340 0.023 -1.667
H -0.392 2.060 -0.074
H -1.715 1.742 1.161
H -0.580 -0.496 1.528
H -1.080 -1.189 -0.871
H 2.221 -1.581 -0.371
H 2.901 -1.652 -0.095
*
```

=====

## ii
Below is a cluster of 3 separate species, C3H6O in total, with properties calculated with ωB97M-V/def2-TZVPD.

Results
**LUMO energy**: 0.53 eV
**Frontier orbital gap**: 9.8 eV

ORCA input file:
```
! RIJCOSX wB97M-V def2-TZVPD def2/J DEFGRID3
* xyz 0 1
C -1.241 0.210 0.408
C 0.059 -0.305 0.156
C 1.418 0.144 -0.088
O 1.000 -0.561 1.110
H -2.096 -0.395 0.133
H -1.045 0.077 -1.204
H -1.389 0.755 1.349
H -0.464 -0.688 -1.199
H 2.070 -0.423 -0.749
H 1.689 1.185 0.084
*
```

=====

## iii
Below is an isolated molecule of C3H6O, with properties calculated with ωB97M-V/def2-TZVPD.

Results
**LUMO energy**: 1.06 eV
**Frontier orbital gap**: 10.9 eV
**SMILES string**: CCC=O

ORCA input file:
```
! RIJCOSX wB97M-V def2-TZVPD def2/J DEFGRID3
* xyz 0 1
C -0.239 1.042 0.412
C 0.193 -0.418 0.426
C 0.202 -0.961 -0.945
O 0.406 -0.345 -1.931
H 0.534 1.858 0.550
H -1.044 1.090 1.218
H -0.489 1.374 -0.605
H 1.139 -0.576 0.895
H -0.496 -1.051 1.010
H -0.205 -2.013 -1.031
*
```

=====

## iv
Below is a cluster of 2 separate species, C3H6O in total, with properties calculated with ωB97M-V/def2-TZVPD.

Results
**LUMO energy**: 0.94 eV
**Frontier orbital gap**: 11.1 eV
**SMILES string**: C=C.C=O

ORCA input file:
```
! RIJCOSX wB97M-V def2-TZVPD def2/J DEFGRID3
* xyz 0 1
C 0.289 2.225 3.369
C -0.934 2.130 2.881
H 0.741 1.431 3.950
H 0.913 3.105 3.256
H -1.527 1.247 3.096
H -1.411 2.865 2.247
C 0.628 -2.558 -3.310
O 0.022 -1.598 -2.937
H 0.296 -3.186 -4.157
H 1.555 -2.898 -2.813
*
```

=====

On energetic grounds, iii is preferred over the next structure by 94.2 kJ/mol.